This record from the Open Molecules 2025 dataset describes an isolated molecule of C17H26N2OS2 at a distorted geometry. The level of theory is ωB97M-V/def2-TZVPD.

Results
LUMO, eV: 0.68
Kohn-Sham gap, eV: 8.40
Relative energy (zero: lowest compared OMol25 entry of this formula, charge and spin), kcal/mol: 1.03

```
! RIJCOSX wB97M-V def2-TZVPD def2/J DEFGRID3
* xyz 0 1
C 4.17 -4.38 -4.43
H 4.86 -4.29 -3.60
C 3.28 -3.15 -4.54
C 2.35 -2.97 -3.34
C 3.08 -2.65 -2.04
C 2.12 -2.35 -0.90
C 2.86 -2.04 0.40
C 1.93 -1.83 1.60
C 1.06 -0.60 1.47
H 1.65 0.31 1.34
H 0.32 -0.69 0.67
S 0.12 -0.37 3.06
O -0.83 -1.49 3.12
C -0.83 1.04 2.49
C -2.15 1.07 2.13
N -2.88 -0.07 1.92
H -2.43 -0.90 2.31
H -3.87 -0.01 2.13
C -2.60 2.41 1.87
C -3.84 2.92 1.44
C -3.94 4.29 1.29
C -2.85 5.13 1.54
N -1.68 4.66 1.93
C -1.57 3.36 2.09
S -0.08 2.62 2.58
C -2.96 6.61 1.38
H -3.25 6.86 0.35
H -2.01 7.08 1.61
H -3.73 7.01 2.04
H -4.87 4.72 0.96
C -5.01 2.04 1.14
H -5.40 1.61 2.07
H -5.81 2.62 0.68
H -4.72 1.23 0.47
H 1.29 -2.71 1.72
H 2.54 -1.74 2.50
H 3.47 -1.14 0.26
H 3.53 -2.87 0.63
H 1.48 -1.51 -1.18
H 1.47 -3.22 -0.74
H 3.73 -1.78 -2.20
H 3.72 -3.49 -1.76
H 1.65 -2.16 -3.56
H 1.76 -3.88 -3.20
H 2.67 -3.23 -5.44
H 3.90 -2.26 -4.64
H 3.57 -5.27 -4.28
H 4.75 -4.51 -5.34
*
```

These are the Löwdin partial charges, in e, on atoms 1 to 4:
1 C -0.12
2 H 0.06
3 C -0.27
4 C -0.23

=====

This record from the Open Molecules 2025 dataset describes an isolated molecule of C4H11NOS at a distorted geometry. The level of theory is ωB97M-V/def2-TZVPD.

Results
SMILES string: C=[S@](C)(=O)N(C)C
LUMO, eV: 0.81
Kohn-Sham gap, eV: 8.59
Relative energy (zero: lowest compared OMol25 entry of this formula, charge and spin), kcal/mol: 122.08

```
! RIJCOSX wB97M-V def2-TZVPD def2/J DEFGRID3
* xyz 0 1
C -1.34 1.38 1.04
C 1.13 1.25 -1.06
C 1.41 -1.19 -0.51
C -1.69 -1.19 0.42
N 0.60 0.12 -0.47
O 0.34 -0.42 2.11
S -0.35 0.10 0.93
H -1.23 2.11 1.87
H -1.71 1.63 0.05
H 1.17 2.12 -0.49
H 2.17 1.18 -1.30
H 0.52 1.50 -1.96
H 0.76 -1.87 -1.07
H 2.35 -1.06 -1.03
H 1.51 -1.55 0.42
H -1.03 -2.00 0.14
H -2.20 -1.40 1.26
H -2.42 -0.72 -0.35
*
```

These are the Löwdin partial charges, in e, on atoms 1 to 4:
1 C -0.30
2 C -0.16
3 C -0.04
4 C -0.11

=====

This record from the Open Molecules 2025 dataset describes a cluster of 2 separate species, C5H14NOPS in total at a distorted geometry. The level of theory is ωB97M-V/def2-TZVPD.

Results
LUMO (alpha / beta), eV: -1.16 / -1.16
Kohn-Sham gap (alpha / beta), eV: 7.72 / 7.72
Relative energy (zero: lowest compared OMol25 entry of this formula, charge and spin), kcal/mol: 57.34

```
! RIJCOSX wB97M-V def2-TZVPD def2/J DEFGRID3
* xyz 0 1
C -1.68 -1.47 -1.75
C -0.60 2.73 1.02
C -1.23 -0.95 -0.37
C -1.21 0.58 -0.26
C -0.46 1.19 0.92
N 3.43 -2.20 1.16
O 3.33 0.92 -1.16
P 1.35 0.68 0.82
S 1.90 1.40 -0.96
H -1.76 -2.55 -1.74
H -2.63 -1.07 -2.10
H -0.99 -1.23 -2.53
H -1.57 2.96 1.19
H -0.34 3.35 0.19
H -0.15 3.19 1.90
H -1.91 -1.23 0.34
H -0.28 -1.32 -0.15
H -0.93 1.12 -1.26
H -2.19 0.92 -0.05
H -0.76 0.70 1.83
H 3.46 -1.53 0.46
H 4.19 -2.88 0.99
H 3.66 -1.80 2.00
*
```

These are the Löwdin partial charges, in e, on atoms 1 to 4:
1 C -0.09
2 C -0.13
3 C -0.25
4 C -0.29

=====

This record from the Open Molecules 2025 dataset describes a structure of composition C3H4NO2 at a distorted geometry. The level of theory is ωB97M-V/def2-TZVPD.

Results
LUMO, eV: -7.54
Kohn-Sham gap, eV: 9.76
Relative energy (zero: lowest compared OMol25 entry of this formula, charge and spin), kcal/mol: 143.92

```
! RIJCOSX wB97M-V def2-TZVPD def2/J DEFGRID3
* xyz 1 1
C 0.24 0.30 -0.09
C -0.68 1.43 -0.30
C 2.25 -1.22 0.44
N 0.54 -0.87 -0.39
O 0.59 1.45 0.50
O 3.26 -1.43 0.89
H -0.66 2.07 -1.19
H -1.52 1.33 0.36
H -1.85 -1.93 -0.21
H -2.18 -1.14 -0.02
*
```

These are the Löwdin partial charges, in e, on atoms 1 to 4:
1 C -0.44
2 C 0.12
3 C 0.19
4 N 0.29

=====

This record from the Open Molecules 2025 dataset describes a cluster of 11 separate species, C44H121N11O11 in total at a distorted geometry. The level of theory is ωB97M-V/def2-TZVPD.

Results
LUMO (alpha / beta), eV: -2.35 / -8.25
Kohn-Sham gap (alpha / beta), eV: 7.87 / 1.97
Relative energy (zero: lowest compared OMol25 entry of this formula, charge and spin), kcal/mol: 97.62

```
! RIJCOSX wB97M-V def2-TZVPD def2/J DEFGRID3
* xyz 1 2
C 5.10 -3.80 -0.04
C 5.99 -2.83 -0.85
C 5.25 -1.52 -1.03
O 4.26 -1.60 -2.03
C 3.83 -0.32 -2.48
N 7.26 -2.75 -0.19
H 4.05 -3.64 -0.24
H 5.31 -3.66 1.03
H 5.43 -4.82 -0.24
H 6.22 -3.22 -1.84
H 5.97 -0.73 -1.26
H 4.76 -1.27 -0.09
H 3.40 0.34 -1.73
H 2.94 -0.38 -3.11
H 4.65 0.23 -2.94
H 7.14 -2.56 0.79
H 7.64 -1.86 -0.47
C -2.49 -3.15 -1.19
C -1.80 -4.44 -1.68
C -2.56 -5.83 -1.54
O -2.98 -6.00 -0.20
C -2.06 -6.58 0.70
N -1.36 -4.14 -3.07
H -2.80 -3.21 -0.14
H -3.43 -2.86 -1.66
H -1.80 -2.30 -1.21
H -0.88 -4.50 -1.09
H -1.95 -6.63 -1.95
H -3.48 -5.65 -2.09
H -2.37 -6.40 1.73
H -1.11 -6.06 0.81
H -1.87 -7.65 0.60
H -0.63 -4.73 -3.45
H -0.85 -3.28 -2.96
C 0.84 8.81 3.67
C 1.21 7.48 2.97
C 0.28 7.27 1.76
O -1.01 6.83 2.32
C -1.16 5.43 2.69
N 2.58 7.49 2.55
H 1.53 9.17 4.44
H -0.02 8.54 4.28
H 0.57 9.58 2.96
H 1.09 6.73 3.74
H 0.67 6.43 1.19
H 0.30 8.16 1.15
H -0.87 4.81 1.84
H -2.18 5.33 3.06
H -0.56 5.08 3.52
H 2.99 8.25 3.08
H 2.67 7.64 1.55
C 1.12 -5.46 2.90
C 0.37 -6.26 4.10
C 1.37 -7.30 4.70
O 0.56 -8.28 5.39
C 1.23 -8.89 6.46
N -0.12 -5.35 5.13
H 1.45 -6.25 2.24
H 2.01 -4.93 3.24
H 0.44 -4.75 2.43
H -0.52 -6.77 3.72
H 2.19 -6.88 5.29
H 1.82 -7.86 3.88
H 0.46 -9.36 7.06
H 1.89 -8.33 7.12
H 1.84 -9.70 6.05
H -0.61 -4.67 4.57
H -0.80 -5.76 5.75
C 1.64 3.95 6.66
C 1.39 2.51 6.55
C 0.82 2.16 5.19
O -0.50 2.74 4.90
C -1.61 2.15 5.57
N 2.63 1.81 6.91
H 2.20 4.18 7.57
H 0.69 4.47 6.57
H 2.24 4.41 5.88
H 0.64 2.17 7.26
H 0.75 1.07 5.12
H 1.62 2.37 4.48
H -2.52 2.01 4.99
H -1.82 2.95 6.29
H -1.33 1.27 6.15
H 2.58 1.94 7.91
H 3.30 2.54 6.73
C -3.16 2.25 -7.98
C -2.72 2.43 -6.55
C -3.23 1.25 -5.60
O -2.86 1.68 -4.27
C -3.49 0.95 -3.22
N -1.28 2.43 -6.45
H -2.81 1.26 -8.29
H -2.90 3.04 -8.67
H -4.25 2.17 -7.97
H -3.07 3.32 -6.03
H -2.93 0.26 -5.94
H -4.31 1.34 -5.63
H -3.42 1.55 -2.31
H -3.07 -0.04 -3.05
H -4.56 0.88 -3.43
H -1.25 2.28 -5.45
H -0.80 3.30 -6.59
C -3.53 -4.10 4.13
C -2.82 -3.28 2.97
C -3.56 -1.90 2.73
O -3.30 -1.21 1.54
C -4.11 -0.02 1.40
N -1.45 -3.01 3.21
H -4.56 -4.33 3.87
H -3.58 -3.49 5.04
H -3.07 -5.03 4.47
H -2.80 -3.74 1.98
H -3.41 -1.25 3.60
H -4.63 -2.02 2.89
H -5.15 -0.20 1.11
H -3.72 0.67 0.66
H -3.85 0.59 2.27
H -1.19 -2.39 3.96
H -1.22 -2.44 2.40
C -2.18 7.51 -1.94
C -1.91 6.01 -2.13
C -2.14 5.14 -0.91
O -3.49 4.68 -0.78
C -3.75 3.94 0.33
N -2.66 5.57 -3.39
H -3.12 7.60 -1.40
H -2.09 8.06 -2.88
H -1.39 7.85 -1.27
H -0.87 5.85 -2.39
H -1.89 5.66 0.01
H -1.42 4.32 -0.94
H -3.16 3.04 0.50
H -4.78 3.61 0.24
H -3.62 4.50 1.26
H -3.61 5.49 -3.05
H -2.35 4.64 -3.64
C 0.95 3.85 -3.39
C 1.99 4.87 -3.56
C 2.01 5.51 -4.99
O 0.79 6.23 -5.11
C 0.50 6.92 -6.34
N 1.75 5.95 -2.66
H 0.89 3.19 -2.53
H 1.07 3.10 -4.17
H -0.01 4.36 -3.53
H 2.92 4.50 -3.13
H 2.02 4.82 -5.84
H 2.85 6.18 -5.16
H -0.32 7.65 -6.35
H 0.14 6.21 -7.08
H 1.37 7.24 -6.91
H 2.47 6.64 -2.83
H 0.95 6.51 -2.90
C 1.36 -8.84 -2.84
C 1.38 -7.51 -3.57
C 1.79 -6.28 -2.74
O 1.65 -4.99 -3.35
C 2.66 -3.98 -3.29
N 2.38 -7.84 -4.60
H 2.30 -9.20 -2.41
H 1.04 -9.62 -3.54
H 0.64 -8.92 -2.03
H 0.49 -7.34 -4.17
H 2.83 -6.39 -2.43
H 1.20 -6.31 -1.82
H 2.31 -3.20 -3.97
H 3.64 -4.33 -3.61
H 2.80 -3.48 -2.33
H 2.24 -8.82 -4.76
H 2.18 -7.43 -5.50
C -0.67 1.71 1.46
C -0.12 1.19 0.07
C 0.99 0.08 0.19
O 0.51 -1.09 0.92
C 1.50 -2.18 0.86
N -1.30 0.68 -0.65
H -1.20 1.01 2.10
H -1.35 2.53 1.24
H 0.10 1.99 2.17
H 0.30 2.08 -0.42
H 1.86 0.44 0.73
H 1.35 -0.33 -0.76
H 1.69 -2.45 -0.18
H 0.98 -3.05 1.24
H 2.43 -2.00 1.40
H -1.03 0.36 -1.57
H -1.88 -0.02 -0.22
*
```

These are the Löwdin partial charges, in e, on atoms 1 to 4:
1 C -0.05
2 C -0.44
3 C -0.22
4 O -0.20

=====

This record from the Open Molecules 2025 dataset describes the ion C3H5N4 with charge +1 at a distorted geometry. The level of theory is ωB97M-V/def2-TZVPD.

Results
SMILES string: CN[N+]1=NC=C=N1
LUMO (alpha / beta), eV: -6.50 / -9.10
Kohn-Sham gap (alpha / beta), eV: 9.29 / 6.55
Relative energy (zero: lowest compared OMol25 entry of this formula, charge and spin), kcal/mol: 186.62

```
! RIJCOSX wB97M-V def2-TZVPD def2/J DEFGRID3
* xyz 1 1
C -2.97 -0.96 -0.09
C -3.34 0.40 0.06
C 1.32 -0.42 0.06
N -2.15 1.05 0.13
N -1.70 -1.15 -0.07
N -1.25 0.03 0.00
N 0.29 0.48 0.49
H -4.37 0.92 0.27
H 2.18 -0.25 0.64
H 1.02 -1.48 0.38
H 1.76 -0.27 -1.00
H 0.33 1.50 0.31
*
```

These are the Löwdin partial charges, in e, on atoms 1 to 4:
1 C 0.11
2 C -0.03
3 C -0.07
4 N 0.11

=====

This record from the Open Molecules 2025 dataset describes an isolated molecule of C7H6O3 at a distorted geometry. The level of theory is ωB97M-V/def2-TZVPD.

Results
SMILES string: Oc1ccc2c(c1)OCO2
LUMO, eV: 0.67
Kohn-Sham gap, eV: 8.89
Relative energy (zero: lowest compared OMol25 entry of this formula, charge and spin), kcal/mol: 93.58

```
! RIJCOSX wB97M-V def2-TZVPD def2/J DEFGRID3
* xyz 0 1
C -1.78 -0.20 0.06
C -1.59 1.12 0.04
C -0.29 1.65 0.07
C 0.90 0.73 0.05
C 2.87 -0.39 0.14
C 0.59 -0.53 0.05
C -0.72 -1.15 -0.22
H -3.52 -1.41 -0.05
H -2.44 1.80 0.05
H -0.28 2.73 -0.30
H 3.15 -0.61 -0.81
H 3.31 -0.57 1.09
H -0.90 -2.32 -0.62
O -3.27 -0.54 0.26
O 2.18 1.04 0.01
O 1.76 -1.36 0.16
*
```

These are the Löwdin partial charges, in e, on atoms 1 to 4:
1 C -0.24
2 C -0.10
3 C 0.05
4 C -0.31

=====

This record from the Open Molecules 2025 dataset describes a cluster of 2 separate species, C5H11NO in total at a distorted geometry. The level of theory is ωB97M-V/def2-TZVPD.

Results
LUMO, eV: -3.52
Kohn-Sham gap, eV: 4.26
Relative energy (zero: lowest compared OMol25 entry of this formula, charge and spin), kcal/mol: 201.65

```
! RIJCOSX wB97M-V def2-TZVPD def2/J DEFGRID3
* xyz 0 1
C -1.53 -0.51 0.58
N -2.06 0.63 0.04
C 0.50 1.77 -0.10
C 1.40 1.05 0.52
C 2.07 -0.16 -0.20
O 1.80 -1.30 0.40
C -0.86 -1.34 -0.57
H -0.70 -0.27 1.27
H -2.26 -1.17 1.07
H -3.07 0.49 -0.08
H -0.29 2.22 0.52
H 0.21 1.77 -1.15
H 1.85 -0.05 -1.28
H 1.71 1.22 1.54
H 3.15 0.15 -0.11
H -1.57 -1.96 -1.11
H -0.35 -0.65 -1.23
H -0.01 -1.89 -0.11
*
```

These are the Löwdin partial charges, in e, on atoms 1 to 4:
1 C -0.36
2 N 0.16
3 C -0.05
4 C -0.14

=====

This record from the Open Molecules 2025 dataset describes a structure of composition C17H17F9N2OTc at a distorted geometry. The level of theory is ωB97M-V/def2-TZVPD.

Results
LUMO (alpha / beta), eV: -8.98 / -12.59
Kohn-Sham gap (alpha / beta), eV: 6.60 / 3.00
Relative energy (zero: lowest compared OMol25 entry of this formula, charge and spin), kcal/mol: 1.24

```
! RIJCOSX wB97M-V def2-TZVPD def2/J DEFGRID3
* xyz 2 4
C 3.38 1.41 4.18
C 4.36 2.16 3.26
H 2.72 2.10 4.70
H 3.92 0.83 4.94
H 2.76 0.71 3.61
H 3.84 2.60 2.41
H 4.86 2.97 3.80
H 5.13 1.49 2.87
C -3.05 0.22 0.78
C -4.43 0.35 0.64
C -4.94 0.91 -0.53
C -4.05 1.33 -1.52
H -2.58 -0.21 1.66
H -5.08 0.01 1.43
H -6.01 1.02 -0.67
H -4.43 1.77 -2.43
N -2.19 0.63 -0.18
C -2.68 1.18 -1.32
C -1.67 1.59 -2.30
N -0.36 1.37 -1.95
C 0.61 1.73 -2.81
C -0.98 2.54 -4.42
C 0.34 2.31 -4.05
H 1.62 1.53 -2.48
H 1.17 2.58 -4.70
C -1.99 2.17 -3.53
H -3.03 2.34 -3.80
H -1.23 2.99 -5.37
Tc -0.06 0.50 -0.10
C 1.98 0.50 -0.27
H 2.27 1.54 -0.41
H 2.21 -0.10 -1.17
H 2.50 0.08 0.58
F -2.08 -3.07 0.73
C -0.96 -3.56 0.09
F -0.88 -4.92 0.33
F -1.14 -3.37 -1.27
C 0.32 -2.83 0.58
O 0.16 -1.45 0.29
C 0.50 -2.99 2.11
F 0.66 -4.32 2.45
F 1.61 -2.29 2.54
F -0.60 -2.49 2.78
C 1.57 -3.34 -0.19
F 1.77 -4.69 0.04
F 1.43 -3.14 -1.55
F 2.70 -2.66 0.22
*
```

These are the Löwdin partial charges, in e, on atoms 1 to 4:
1 C -0.17
2 C -0.17
3 H 0.06
4 H 0.07

=====

This record from the Open Molecules 2025 dataset describes a cluster of 6 separate species, C16H34N2O4 in total at a distorted geometry. The level of theory is ωB97M-V/def2-TZVPD.

Results
SMILES string: c1cc[nH]c1.c1cc[nH]c1.CCO.CCO.CCO.CCO
LUMO, eV: 0.71
Kohn-Sham gap, eV: 8.81

```
! RIJCOSX wB97M-V def2-TZVPD def2/J DEFGRID3
* xyz 0 1
N 30.02 -6.20 15.84
C 29.16 -7.17 16.21
C 27.96 -6.49 16.50
C 28.12 -5.11 16.22
C 29.39 -4.92 15.84
H 30.99 -6.35 15.63
H 29.50 -8.20 16.18
H 27.03 -6.91 16.85
H 27.28 -4.44 16.26
H 30.01 -4.07 15.59
N 19.90 -4.63 17.31
C 20.12 -3.32 16.93
C 20.46 -3.32 15.59
C 20.34 -4.60 15.09
C 20.00 -5.40 16.15
H 19.59 -4.93 18.22
H 19.96 -2.56 17.68
H 20.76 -2.39 15.13
H 20.43 -4.92 14.06
H 19.81 -6.46 16.27
C 24.43 -3.91 15.16
C 23.99 -3.75 16.64
O 22.92 -4.61 16.94
H 23.56 -3.64 14.56
H 24.75 -4.93 14.98
H 25.18 -3.20 14.80
H 23.54 -2.77 16.78
H 24.77 -3.97 17.37
H 22.12 -4.39 16.45
C 26.62 -1.99 19.02
C 27.72 -0.97 19.45
O 28.44 -0.50 18.34
H 25.93 -1.58 18.29
H 26.14 -2.41 19.91
H 27.07 -2.88 18.58
H 28.33 -1.39 20.26
H 27.23 -0.11 19.91
H 29.08 0.07 18.77
C 24.08 -8.79 19.54
C 23.72 -7.26 19.47
O 23.70 -6.88 18.07
H 23.32 -9.45 19.12
H 24.22 -9.18 20.55
H 25.02 -8.95 19.01
H 24.50 -6.74 20.03
H 22.79 -7.08 19.99
H 23.31 -6.00 17.98
C 27.77 -1.71 15.11
C 29.04 -1.03 15.02
O 28.97 0.18 15.74
H 27.53 -2.07 16.12
H 27.66 -2.54 14.41
H 27.04 -0.97 14.78
H 29.32 -0.88 13.97
H 29.86 -1.59 15.45
H 28.80 -0.04 16.66
*
```

These are the Löwdin partial charges, in e, on atoms 1 to 4:
1 N -0.01
2 C -0.13
3 C -0.10
4 C -0.13

=====

This record from the Open Molecules 2025 dataset describes a structure of composition C3H6NS at a distorted geometry. The level of theory is ωB97M-V/def2-TZVPD.

Results
LUMO, eV: -4.45
Kohn-Sham gap, eV: 9.66
Relative energy (zero: lowest compared OMol25 entry of this formula, charge and spin), kcal/mol: 63.94

```
! RIJCOSX wB97M-V def2-TZVPD def2/J DEFGRID3
* xyz 1 1
C -0.77 0.74 0.58
C 0.65 -1.18 0.18
C 0.36 0.93 -0.30
N -0.39 -0.34 -0.39
S 1.92 0.05 0.01
H -0.59 0.39 1.54
H -1.55 1.54 0.29
H 0.45 -1.51 1.17
H 0.85 -1.98 -0.45
H 0.14 2.00 -1.51
H -1.08 -0.64 -1.11
*
```

These are the Löwdin partial charges, in e, on atoms 1 to 4:
1 C -0.04
2 C -0.37
3 C -0.48
4 N -0.10